{"formula": "C6H10OS", "method": "ωB97M-V/def2-TZVPD", "energy_ev": -19264.5611, "total_charge": 0, "homo_ev": -8.8, "de_lowest_kcal_mol": 56.93, "lumo_ev": 0.916, "elements": ["C", "H", "C", "C", "H", "C", "H", "H", "H", "H", "H", "H", "C", "H", "H", "O", "S", "C"], "positions_angstrom": [[-1.24130, -0.68175, 1.77559], [0.77647, 0.02878, 2.61272], [0.77004, 1.28905, -0.26298], [0.26895, -0.10483, 1.65474], [2.44511, -0.00913, -1.09628], [1.27613, 0.06146, -0.91401], [0.85804, 2.25157, -0.74477], [1.00262, -1.33637, -2.52808], [-0.11445, 2.06996, 1.47535], [-0.48991, -0.44816, -2.20354], [-1.60942, -0.67680, 0.72430], [-1.21873, -1.54074, 2.28143], [0.27836, 1.18133, 0.98370], [0.85019, 0.29430, -3.01141], [-1.87743, -0.01994, 2.45654], [2.58003, -1.38862, 1.10091], [1.22615, -1.37239, 0.60210], [0.60172, -0.42167, -2.25067]], "forces_ev_per_angstrom": [[1.01, 5.15, -1.07], [-0.01, -0.68, 0.08], [-0.09, -0.29, 1.05], [-1.70, -1.76, 0.13], [-2.23, 0.48, 0.57], [1.70, -2.59, -0.21], [-0.13, 0.09, -0.22], [0.60, -1.85, -0.52], [0.06, -0.18, 0.14], [0.12, -0.18, 0.20], [-0.18, -0.42, 1.00], [0.00, -3.89, 1.30], [0.41, 1.45, -1.88], [0.17, 0.43, -0.50], [0.79, -0.40, -1.27], [2.21, -0.33, 0.77], [-2.29, 2.83, -1.54], [-0.45, 2.13, 1.96]]}